1.
Here is a 20-piece molecular cluster, C24H63NO23S2 overall at a distorted geometry from the Open Molecules 2025 dataset. Energies are from wB97M-V/def2-TZVPD.

CARTESIAN COORDINATES (ANGSTROEM)
C (1.0164, -3.0459, 1.2517)
C (2.2027, -2.3886, 0.3571)
C (3.3336, -1.6731, 1.2389)
C (2.8255, -0.4110, 2.0857)
O (4.0119, 0.3879, 2.4692)
C (3.7514, 1.7662, 2.2903)
C (3.9063, 2.5573, 1.1101)
C (4.4544, 2.0659, -0.3228)
C (3.3437, 1.2363, -1.1467)
C (2.4819, 2.1573, -2.1699)
S (1.1088, 2.8963, -1.1583)
C (-0.5446, 2.3860, -1.8623)
S (-0.6264, 2.3217, -3.5597)
N (-1.7145, 2.0889, -1.0343)
C (-2.2983, 0.7561, -1.3153)
C (-1.5519, -0.4706, -1.8880)
C (-2.3694, -1.7900, -2.1036)
C (-3.8701, -1.9485, -1.7423)
C (-4.6131, -0.7301, -1.1273)
C (-3.8201, 0.5834, -0.9481)
C (-1.4268, 2.1963, 0.4148)
C (-0.5110, 1.2605, 1.2401)
C (-0.3246, 1.4989, 2.7831)
C (-1.0713, 2.6508, 3.5500)
C (-2.0107, 3.5879, 2.7104)
C (-2.1542, 3.3465, 1.1875)
C (3.4435, 4.0687, 1.3393)
O (3.4753, 4.9614, 0.4745)
O (2.9923, 4.1454, 2.7152)
C (3.1896, 2.8571, 3.3326)
O (2.9526, 2.5529, 4.5377)
H (0.1409, -3.3150, 0.5519)
H (0.6642, -2.3678, 2.0984)
H (1.4236, -4.0547, 1.6375)
H (2.7224, -3.2235, -0.2472)
H (1.6869, -1.7079, -0.4068)
H (3.7460, -2.4386, 1.9927)
H (4.2123, -1.4062, 0.5334)
H (2.0564, 0.2424, 1.5416)
H (2.3312, -0.7326, 3.0790)
H (5.3424, 1.3654, -0.0965)
H (4.8630, 2.9814, -0.8746)
H (2.5797, 0.8390, -0.3775)
H (3.8966, 0.3953, -1.6980)
H (3.1819, 3.0270, -2.4664)
H (2.1225, 1.5955, -3.0942)
H (-0.4385, -0.3978, -2.1659)
H (-1.8413, -2.7046, -2.5625)
H (-4.4741, -2.9127, -1.8733)
H (-5.7176, -0.7573, -0.8019)
H (-4.3926, 1.4839, -0.5103)
H (0.0424, 0.4013, 0.7315)
H (0.3824, 0.8189, 3.3872)
H (-0.9670, 2.8179, 4.6796)
H (-2.5898, 4.4234, 3.2250)
H (-2.8635, 4.0298, 0.5880)
O (-1.1285, 6.0274, -0.4674)
H (-1.1264, 5.0767, -0.6457)
H (-0.2242, 6.2143, -0.1852)
O (-6.4974, -3.2918, -1.2803)
H (-7.1629, -3.3894, -1.9725)
H (-7.0136, -3.2716, -0.4609)
O (-8.6602, -3.8858, 0.4100)
H (-8.2426, -4.7511, 0.3032)
H (-9.6001, -4.0905, 0.5156)
O (5.9825, -2.4873, -0.6324)
H (6.2742, -2.9945, 0.1381)
H (6.7861, -2.3748, -1.1541)
O (-0.9421, 0.7913, -6.8095)
H (-0.1260, 0.2733, -6.8215)
H (-1.0875, 0.9778, -5.8725)
O (7.3440, -2.8346, 1.8310)
H (7.2497, -3.3464, 2.6444)
H (7.8408, -2.0501, 2.1048)
O (0.9438, 4.2848, -5.4840)
H (1.1904, 5.1794, -5.2190)
H (0.2108, 4.0583, -4.8917)
O (1.4798, 0.1228, -5.1470)
H (2.4194, 0.2173, -4.9472)
H (1.1625, 1.0350, -5.2213)
O (4.9855, -4.6329, 2.0628)
H (5.4372, -3.8144, 1.8185)
H (5.7033, -5.2552, 2.2341)
O (-2.4618, 6.6766, -2.7733)
H (-2.9699, 7.4908, -2.8703)
H (-2.1597, 6.6944, -1.8502)
O (0.6106, 2.0278, 6.1870)
H (0.9408, 1.5344, 6.9476)
H (1.3886, 2.1349, 5.6218)
O (-10.9053, -2.4443, 1.0467)
H (-11.2026, -1.8492, 0.3473)
H (-10.0346, -2.1029, 1.2896)
O (-6.7128, 2.4545, -0.7534)
H (-7.1698, 2.6377, 0.0770)
H (-6.9341, 3.2090, -1.3135)
O (-0.0233, -5.7452, 2.3831)
H (0.6174, -6.2702, 2.8789)
H (-0.8391, -6.2585, 2.4390)
O (-4.6945, -6.0165, -1.0218)
H (-3.7538, -5.9169, -0.8276)
H (-5.0168, -5.1076, -1.0876)
O (2.8511, 5.4145, 5.4821)
H (2.8593, 4.4639, 5.2979)
H (3.7488, 5.6029, 5.7807)
O (8.3496, -0.0568, 2.8340)
H (7.8409, 0.7579, 2.7378)
H (8.6376, -0.0454, 3.7554)
O (-3.4950, -9.0196, -1.8176)
H (-3.8645, -8.1283, -1.8834)
H (-4.2539, -9.5976, -1.9601)
O (-0.9394, -1.8471, -4.9739)
H (-1.2368, -1.2502, -5.6733)
H (-0.0687, -1.5058, -4.7307)

## Properties
- LUMO energy: -1.4688 eV
- E: -96152.02371 eV
- Orbital gap: 6.55 eV
- Highest occupied orbital energy: -8.01 eV
- Molecular weight: 797.89 g mol⁻¹

Results of the Mulliken charge analysis, in e, for atoms 1 through 5: number 1, C, carries -0.951; number 2, C, carries -0.172; number 3, C, carries -0.202; number 4, C, carries 0.521; number 5, O, carries -0.513


2.
Here is the molecule C17H23N5O3S2 at a distorted geometry from the Open Molecules 2025 dataset. Energies are from wB97M-V/def2-TZVPD.

CARTESIAN COORDINATES (ANGSTROEM)
C (-3.4279, -2.2880, -1.7631)
N (-3.0415, -1.8112, -0.4677)
C (-3.7784, -1.0631, 0.4033)
N (-3.0583, -0.7173, 1.4364)
N (-1.8350, -1.2346, 1.2624)
C (-1.8318, -1.8872, 0.1339)
H (-0.9916, -2.3940, -0.2907)
S (-5.4311, -0.5881, 0.0765)
C (-5.1370, 1.2222, -0.0360)
H (-5.2063, 1.6532, 0.9609)
H (-5.9267, 1.6032, -0.6814)
C (-3.7732, 1.3921, -0.6822)
O (-3.5418, 0.9989, -1.8024)
N (-2.8532, 1.9737, 0.1327)
C (-1.4703, 2.0272, -0.0838)
C (-0.8131, 1.0817, -0.8652)
C (0.5570, 1.1394, -0.9865)
C (1.2933, 2.1509, -0.4028)
C (0.6402, 3.0958, 0.3720)
C (-0.7293, 3.0209, 0.5515)
H (-1.2324, 3.7420, 1.1792)
H (1.1991, 3.8877, 0.8473)
H (2.3572, 2.1925, -0.5667)
S (1.4061, -0.1765, -1.8654)
O (0.4365, -1.1957, -2.1680)
O (2.1595, 0.4041, -2.9390)
N (2.4663, -0.7620, -0.7439)
C (3.8767, -0.4851, -0.8257)
C (4.4341, 0.2384, 0.4047)
C (4.0394, -0.3989, 1.7384)
H (4.3169, -1.4539, 1.7474)
C (2.5476, -0.2429, 2.0535)
C (1.6640, -1.3774, 1.5276)
H (1.7418, -2.2410, 2.1908)
C (2.0480, -1.8379, 0.1159)
H (2.8609, -2.5705, 0.1665)
H (1.1962, -2.3211, -0.3642)
H (0.6240, -1.0458, 1.5413)
H (2.4098, -0.1893, 3.1352)
H (2.1984, 0.7034, 1.6363)
H (4.6174, 0.0956, 2.5230)
H (4.0985, 1.2767, 0.4081)
H (5.5227, 0.2459, 0.3149)
H (4.4191, -1.4311, -0.9619)
H (4.0235, 0.1217, -1.7206)
H (-1.3445, 0.3012, -1.3804)
H (-3.1640, 2.3460, 1.0186)
H (-4.1382, -3.1116, -1.6725)
H (-3.8931, -1.4708, -2.3176)
H (-2.5357, -2.6193, -2.2909)

## Properties
- Energy above the lowest of the compared OMol25 structures with the same formula, charge and spin: 4.6 kcal/mol
- LUMO energy: 0.5297 eV
- E: -53265.66651 eV
- Orbital gap: 9.41 eV
- Highest occupied orbital energy: -8.88 eV
- SMILES: Cn1cnnc1SCC(=O)Nc1cccc(S(=O)(=O)N2CCCCCC2)c1
- Molecular weight: 409.54 g mol⁻¹

Results of the Mulliken charge analysis, in e, for atoms 1 through 5: number 1, C, carries -0.849; number 2, N, carries 0.160; number 3, C, carries 0.354; number 4, N, carries -0.662; number 5, N, carries -0.107


3.
Here is a 2-piece molecular cluster, C5H13N3 overall from the Open Molecules 2025 dataset. Energies are from wB97M-V/def2-TZVPD.

CARTESIAN COORDINATES (ANGSTROEM)
C (1.3518, 0.0619, 1.3463)
C (0.9632, -1.1945, 1.1171)
N (1.8129, -2.1972, 0.6252)
C (1.2539, -2.9482, -0.5034)
H (2.3467, 0.3398, 1.0162)
H (0.6587, 0.8376, 1.6278)
H (0.0089, -1.5921, 1.4552)
H (2.7110, -1.7812, 0.4207)
H (2.0083, -3.6542, -0.8449)
H (0.3878, -3.5020, -0.1408)
H (0.9625, -2.2879, -1.3277)
C (-0.9616, 3.0147, -1.1379)
N (-2.3177, 1.1268, 0.4155)
C (-1.2289, 0.7916, -0.4657)
N (-0.5164, 1.6237, -1.0866)
H (-1.2115, 3.2409, -2.1755)
H (-0.1557, 3.6823, -0.8288)
H (-1.8356, 3.2461, -0.5307)
H (-3.0792, 0.4728, 0.2896)
H (-2.0095, 1.0008, 1.3680)
H (-1.1497, -0.2817, -0.6397)

## Properties
- Energy above the lowest of the compared OMol25 structures with the same formula, charge and spin: 50.1 kcal/mol
- LUMO energy: 0.8856 eV
- E: -9864.19208 eV
- Orbital gap: 9.14 eV
- Highest occupied orbital energy: -8.26 eV
- SMILES: C/N=C\N.C=CNC
- Molecular weight: 115.18 g mol⁻¹

Results of the Mulliken charge analysis, in e, for atoms 1 through 5: number 1, C, carries -0.806; number 2, C, carries 0.014; number 3, N, carries -0.365; number 4, C, carries -0.846; number 5, H, carries 0.157


4.
Here is CH4FMgO as an isolated structure at a distorted geometry from the Open Molecules 2025 dataset. Energies are from wB97M-V/def2-TZVPD.

CARTESIAN COORDINATES (ANGSTROEM)
F (-0.6495, -0.9656, -1.6605)
Mg (-1.2502, 0.7651, -1.1851)
O (0.3678, 0.9493, -0.2072)
H (1.1121, 1.4773, -0.5034)
C (1.0494, -1.1427, -0.7275)
H (1.6642, -0.9540, -1.6229)
H (0.6523, -1.6605, 0.1607)
H (1.9734, -1.6174, -0.3902)

## Properties
- Charge: +1
- LUMO energy: -6.2746 eV
- E: -11300.03013 eV
- Orbital gap: 8.00 eV
- Highest occupied orbital energy: -14.28 eV
- Molecular weight: 75.34 g mol⁻¹

Results of the Mulliken charge analysis, in e, for atoms 1 through 5: number 1, F, carries -0.665; number 2, Mg, carries 1.375; number 3, O, carries -0.697; number 4, H, carries 0.320; number 5, C, carries -0.175